1.
Here is a molecular structure, C25H32N2P2Rh in a non-equilibrium geometry from the OMol25 dataset. Energies are from the ωB97M-V functional and the def2-TZVPD basis.

```
62
Properties=species:S:1:pos:R:3
C -1.503 2.994 -3.966
C -1.366 1.798 -3.258
C -0.055 1.360 -2.883
C 1.080 2.226 -3.098
C 0.852 3.495 -3.697
C -0.404 3.838 -4.183
C 2.366 1.718 -2.777
C 2.575 0.325 -2.979
C 1.424 -0.533 -2.842
C 1.487 -1.897 -3.256
C 2.667 -2.380 -3.821
C 3.814 -1.579 -3.879
C 3.790 -0.270 -3.417
H -2.502 3.262 -4.330
H 1.715 4.157 -3.863
H -0.564 4.763 -4.730
H 3.229 2.391 -2.816
H 2.713 -3.402 -4.213
H 4.735 -1.980 -4.302
H 4.682 0.365 -3.433
N 0.244 0.081 -2.387
Rh -0.675 -0.646 -0.841
C -2.597 1.017 -2.819
H -2.702 0.042 -3.334
H -3.525 1.583 -2.967
C 0.317 -2.845 -3.031
H -0.566 -2.623 -3.659
H 0.585 -3.896 -3.204
P -2.450 0.594 -1.020
P -0.244 -2.680 -1.293
C 1.196 -3.349 -0.378
H 1.043 -3.273 0.709
H 1.350 -4.402 -0.651
H 2.094 -2.773 -0.643
C -1.653 -3.766 -0.981
H -1.493 -4.732 -1.474
H -1.761 -3.914 0.101
H -2.568 -3.294 -1.364
C -2.443 2.239 -0.254
H -3.402 2.734 -0.481
H -2.303 2.144 0.829
H -1.615 2.829 -0.666
C -3.936 -0.243 -0.409
H -4.035 -0.023 0.667
H -4.821 0.108 -0.948
H -3.816 -1.337 -0.530
H 2.843 2.754 -0.973
H 2.437 2.338 -0.439
N -0.601 -0.985 1.295
C -0.358 0.048 2.280
C 0.919 0.176 2.815
C 1.054 0.738 4.093
C -0.073 1.247 4.757
C -1.311 1.281 4.108
C -1.457 0.701 2.838
H 0.070 -1.730 1.410
H -1.522 -1.394 1.388
H 1.779 -0.219 2.268
H 2.044 0.776 4.569
H 0.024 1.617 5.778
H -2.164 1.758 4.590
H -2.412 0.715 2.330
```

Results
spin multiplicity: 5
HOMO-LUMO gap (alpha / beta): 6.5 / 6.1 eV
HOMO (alpha / beta): -8.7 / -10.6 eV
charge: +1
lowest unoccupied orbital energy (alpha / beta): -2.139 / -4.513 eV
energy relative to the best compared isomer or geometry (same formula, charge and spin): 8.1 kcal/mol

2.
Here is C25H32N4O3 in the gas phase from the OMol25 dataset. Energies are from the ωB97M-V functional and the def2-TZVPD basis.

```
64
Properties=species:S:1:pos:R:3
C 1.477 -2.515 -1.788
C -0.001 -2.474 -2.159
N -0.743 -1.599 -1.267
C -1.088 -0.336 -1.766
O -0.974 -0.121 -2.966
C -1.556 0.667 -0.824
C -1.804 1.998 -1.481
C -0.468 2.724 -1.724
C 0.269 2.912 -0.414
O 1.088 2.125 0.017
N -0.110 4.017 0.271
C 0.495 4.426 1.512
C 1.389 5.663 1.316
C 2.638 5.370 0.472
C 2.775 6.628 -0.382
C 1.311 7.016 -0.573
O 0.660 6.687 0.640
C -1.637 0.439 0.517
C -2.024 1.465 1.534
C -1.316 -0.870 0.972
C -1.263 -1.526 2.234
C -1.567 -1.010 3.594
N -0.876 -2.769 2.080
N -0.670 -2.984 0.759
C -0.408 -4.305 0.350
C 0.653 -4.996 0.924
C 0.900 -6.302 0.554
C 0.098 -6.946 -0.384
C 0.391 -8.360 -0.780
C -0.977 -6.254 -0.925
C -1.241 -4.947 -0.558
C -0.909 -1.850 0.054
H 1.627 -2.974 -0.813
H 2.023 -3.093 -2.529
H 1.881 -1.505 -1.763
H -0.428 -3.478 -2.152
H -0.123 -2.041 -3.155
H -2.472 2.624 -0.890
H -2.265 1.815 -2.454
H 0.140 2.102 -2.382
H -0.652 3.685 -2.208
H -0.717 4.695 -0.161
H 1.097 3.592 1.877
H -0.292 4.661 2.236
H 1.664 6.054 2.306
H 2.462 4.498 -0.158
H 3.509 5.179 1.093
H 3.299 7.409 0.171
H 3.285 6.453 -1.325
H 0.871 6.447 -1.407
H 1.158 8.081 -0.755
H -2.393 2.379 1.081
H -2.793 1.066 2.192
H -1.153 1.713 2.139
H -2.619 -0.743 3.682
H -0.966 -0.130 3.815
H -1.341 -1.789 4.317
H 1.267 -4.499 1.659
H 1.729 -6.835 0.996
H -0.336 -8.723 -1.502
H 0.369 -9.010 0.093
H 1.384 -8.431 -1.221
H -1.626 -6.745 -1.636
H -2.104 -4.431 -0.955
```

Results
spin multiplicity: 1
SMILES string: CCn1c(=O)c(CCC(=O)NC[C@H]2CCCO2)c(C)c2c(C)nn(-c3ccc(C)cc3)c21
HOMO-LUMO gap: 8.6 eV
HOMO: -7.8 eV
lowest unoccupied orbital energy: 0.793 eV
energy relative to the best compared isomer or geometry (same formula, charge and spin): 40.7 kcal/mol

3.
Here is a molecular structure, C25H32N6SSr in a non-equilibrium geometry from the OMol25 dataset. Energies are from the ωB97M-V functional and the def2-TZVPD basis.

```
65
Properties=species:S:1:pos:R:3
Sr -0.291 0.084 0.472
C -3.050 -1.130 1.759
C -3.691 0.029 1.297
C -2.980 1.138 1.773
C -1.868 0.675 2.505
C -1.914 -0.747 2.493
H -3.401 -2.144 1.614
H -4.603 0.059 0.716
H -3.267 2.174 1.649
H -1.274 1.264 3.194
H -1.329 -1.388 3.143
C -0.724 -3.276 0.176
N -0.531 -2.156 -0.757
C -1.745 -1.996 -1.573
C 0.637 -2.347 -1.607
C 0.853 -3.583 -2.196
C 1.961 -3.841 -2.987
C 2.886 -2.824 -3.146
C 2.673 -1.573 -2.594
C 1.497 -1.237 -1.876
N 1.088 -0.005 -1.429
C 1.485 1.215 -1.940
C 2.652 1.520 -2.675
C 2.858 2.743 -3.291
C 1.922 3.756 -3.185
C 0.816 3.528 -2.383
C 0.609 2.320 -1.739
N -0.544 2.177 -0.857
C -0.620 3.297 0.093
C -1.792 2.098 -1.627
H -1.023 -4.200 -0.332
H 0.199 -3.469 0.725
H -1.507 -3.012 0.883
H -1.984 -2.920 -2.113
H -2.586 -1.740 -0.925
H -1.597 -1.197 -2.301
H 0.142 -4.383 -2.028
H 2.100 -4.809 -3.448
H 3.797 -2.999 -3.706
H 3.460 -0.858 -2.724
H 3.451 0.811 -2.762
H 3.770 2.898 -3.854
H 2.058 4.704 -3.688
H 0.100 4.330 -2.251
H -0.877 4.242 -0.395
H -1.385 3.082 0.840
H 0.343 3.416 0.591
H -2.004 3.038 -2.151
H -1.719 1.301 -2.367
H -2.623 1.881 -0.951
C 2.566 1.813 5.654
C 3.527 1.850 4.460
C 3.120 0.887 3.394
N 2.101 1.017 2.631
N 1.905 -0.018 1.767
C 2.815 -0.949 1.853
N 2.846 -2.061 1.081
S 4.000 -0.610 3.087
H 2.870 2.546 6.401
H 2.564 0.828 6.122
H 1.553 2.042 5.327
H 4.539 1.618 4.789
H 3.532 2.851 4.028
H 2.354 -2.012 0.195
H 3.687 -2.608 1.074
```

Results
spin multiplicity: 1
HOMO-LUMO gap: 6.9 eV
HOMO: -6.7 eV
lowest unoccupied orbital energy: 0.189 eV
energy relative to the best compared isomer or geometry (same formula, charge and spin): 16.9 kcal/mol

4.
Here is a molecular structure, C25H33Cl48FN2OSSi in a non-equilibrium geometry from the OMol25 dataset. Energies are from the ωB97M-V functional and the def2-TZVPD basis.

```
112
Properties=species:S:1:pos:R:3
F -6.679 2.639 -2.916
C -6.123 2.433 -4.179
C -5.154 3.531 -4.578
C -3.996 3.833 -3.574
Si -3.290 2.281 -2.640
C -1.412 1.926 -2.736
C -1.041 1.355 -1.342
C 0.351 0.687 -1.296
C 1.435 1.751 -0.978
S 2.329 1.308 0.548
C 1.228 1.665 1.858
N 0.454 0.833 2.495
N -0.190 1.553 3.458
C 0.212 2.779 3.372
O 1.111 2.914 2.370
H -5.724 1.422 -4.289
H -6.971 2.478 -4.885
H -4.780 3.332 -5.588
H -5.751 4.452 -4.644
H -4.264 4.624 -2.877
H -3.174 4.243 -4.171
H -4.025 1.111 -3.086
H -3.595 2.405 -1.194
H -0.805 2.797 -2.980
H -1.242 1.135 -3.479
H -1.771 0.572 -1.083
H -1.155 2.141 -0.585
H 0.315 -0.026 -0.465
H 0.541 0.122 -2.212
H 2.190 1.766 -1.771
H 1.025 2.763 -0.928
H -0.087 3.598 4.007
C -0.899 6.039 -1.552
Cl 0.285 6.244 -2.847
Cl -2.062 4.778 -1.984
Cl -0.096 5.685 -0.015
H -1.442 6.969 -1.445
C 0.339 -2.664 1.416
Cl 0.951 -2.644 -0.243
Cl -1.193 -3.547 1.489
Cl 1.522 -3.376 2.514
H 0.156 -1.640 1.728
C 5.217 5.147 1.626
Cl 4.270 6.501 2.244
Cl 5.027 5.005 -0.121
Cl 6.924 5.348 2.037
H 4.852 4.238 2.087
C 3.117 9.409 -2.607
Cl 3.872 8.028 -1.815
Cl 4.260 10.747 -2.737
Cl 2.503 8.965 -4.200
H 2.281 9.735 -2.001
C 8.891 3.184 4.744
Cl 10.649 3.098 4.856
Cl 8.248 1.821 3.823
Cl 8.165 3.251 6.351
H 8.632 4.093 4.217
C 1.846 -7.776 1.930
Cl 0.847 -9.135 2.452
Cl 0.923 -6.266 1.948
Cl 3.278 -7.631 2.946
H 2.169 -7.964 0.912
C 13.282 2.901 7.783
Cl 12.748 4.484 8.350
Cl 12.008 1.702 7.995
Cl 13.796 2.986 6.095
H 14.133 2.597 8.378
C -4.263 -1.189 -5.617
Cl -5.993 -1.497 -5.470
Cl -3.968 0.257 -6.592
Cl -3.522 -1.021 -4.025
H -3.809 -2.034 -6.118
C 6.493 -5.569 5.085
Cl 5.812 -6.500 6.424
Cl 7.547 -6.580 4.094
Cl 5.202 -4.870 4.111
H 7.086 -4.761 5.496
C -2.817 -6.792 2.266
Cl -2.182 -8.234 3.054
Cl -2.843 -6.998 0.513
Cl -4.429 -6.397 2.872
H -2.156 -5.967 2.499
C -9.910 3.867 -3.000
Cl -10.418 5.452 -2.413
Cl -11.226 2.701 -2.866
Cl -9.338 3.979 -4.669
H -9.085 3.523 -2.387
C -11.987 2.194 -6.577
Cl -11.090 0.880 -5.814
Cl -12.179 1.901 -8.307
Cl -13.562 2.404 -5.806
H -11.421 3.108 -6.446
C 5.420 -4.154 9.852
Cl 6.713 -4.036 8.654
Cl 4.254 -5.398 9.396
Cl 6.086 -4.481 11.451
H 4.904 -3.203 9.887
C 7.584 -9.785 7.180
Cl 8.874 -9.684 5.981
Cl 6.409 -11.023 6.730
Cl 8.245 -10.105 8.785
H 7.076 -8.830 7.207
C -14.528 1.621 -11.487
Cl -12.771 1.485 -11.320
Cl -15.164 0.283 -12.445
Cl -15.317 1.686 -9.912
H -14.744 2.543 -12.010
C 4.347 -9.925 -0.956
Cl 3.337 -11.269 -0.426
Cl 3.421 -8.418 -0.964
Cl 5.772 -9.771 0.070
H 4.676 -10.123 -1.967
```

Results
spin multiplicity: 1
HOMO-LUMO gap: 9.7 eV
HOMO: -9.7 eV
lowest unoccupied orbital energy: 0.057 eV

Please write out number 3 again, unchanged.
Here is a molecular structure, C25H32N6SSr in a non-equilibrium geometry from the OMol25 dataset. Energies are from the ωB97M-V functional and the def2-TZVPD basis.

```
65
Properties=species:S:1:pos:R:3
Sr -0.291 0.084 0.472
C -3.050 -1.130 1.759
C -3.691 0.029 1.297
C -2.980 1.138 1.773
C -1.868 0.675 2.505
C -1.914 -0.747 2.493
H -3.401 -2.144 1.614
H -4.603 0.059 0.716
H -3.267 2.174 1.649
H -1.274 1.264 3.194
H -1.329 -1.388 3.143
C -0.724 -3.276 0.176
N -0.531 -2.156 -0.757
C -1.745 -1.996 -1.573
C 0.637 -2.347 -1.607
C 0.853 -3.583 -2.196
C 1.961 -3.841 -2.987
C 2.886 -2.824 -3.146
C 2.673 -1.573 -2.594
C 1.497 -1.237 -1.876
N 1.088 -0.005 -1.429
C 1.485 1.215 -1.940
C 2.652 1.520 -2.675
C 2.858 2.743 -3.291
C 1.922 3.756 -3.185
C 0.816 3.528 -2.383
C 0.609 2.320 -1.739
N -0.544 2.177 -0.857
C -0.620 3.297 0.093
C -1.792 2.098 -1.627
H -1.023 -4.200 -0.332
H 0.199 -3.469 0.725
H -1.507 -3.012 0.883
H -1.984 -2.920 -2.113
H -2.586 -1.740 -0.925
H -1.597 -1.197 -2.301
H 0.142 -4.383 -2.028
H 2.100 -4.809 -3.448
H 3.797 -2.999 -3.706
H 3.460 -0.858 -2.724
H 3.451 0.811 -2.762
H 3.770 2.898 -3.854
H 2.058 4.704 -3.688
H 0.100 4.330 -2.251
H -0.877 4.242 -0.395
H -1.385 3.082 0.840
H 0.343 3.416 0.591
H -2.004 3.038 -2.151
H -1.719 1.301 -2.367
H -2.623 1.881 -0.951
C 2.566 1.813 5.654
C 3.527 1.850 4.460
C 3.120 0.887 3.394
N 2.101 1.017 2.631
N 1.905 -0.018 1.767
C 2.815 -0.949 1.853
N 2.846 -2.061 1.081
S 4.000 -0.610 3.087
H 2.870 2.546 6.401
H 2.564 0.828 6.122
H 1.553 2.042 5.327
H 4.539 1.618 4.789
H 3.532 2.851 4.028
H 2.354 -2.012 0.195
H 3.687 -2.608 1.074
```

Results
spin multiplicity: 1
HOMO-LUMO gap: 6.9 eV
HOMO: -6.7 eV
lowest unoccupied orbital energy: 0.189 eV
energy relative to the best compared isomer or geometry (same formula, charge and spin): 16.9 kcal/mol